A cluster of 7 separate species, C39H83N4O9 in total at a distorted geometry, computed with ωB97M-V with the def2-TZVPD basis set.

Results
HOMO-LUMO gap ... 2.56 eV
Energy relative to the best compared isomer or geometry (same formula, charge and spin) ... 247.41 kcal per mole
Largest force on an atom ... 5.6 eV Å⁻¹
Total charge ... +1
HOMO energy ... -5.01 eV
E_LUMO ... -2.449 eV

Cartesian coordinates (Å):
C (-2.757, -7.819, 2.444)
C (-3.260, -9.221, 2.657)
C (-4.285, -9.410, 3.820)
N (-4.947, -10.846, 4.015)
C (-5.934, -11.082, 2.862)
C (-6.650, -12.397, 2.950)
C (-7.438, -12.432, 4.297)
C (-6.569, -12.050, 5.549)
C (-5.658, -10.792, 5.357)
C (-3.925, -12.076, 4.017)
H (-2.384, -7.458, 3.403)
H (-3.573, -7.135, 2.214)
H (-2.034, -7.876, 1.631)
H (-2.417, -9.817, 3.007)
H (-3.499, -9.757, 1.739)
H (-5.077, -8.668, 3.719)
H (-3.728, -9.213, 4.736)
H (-6.640, -10.267, 3.018)
H (-5.366, -10.902, 1.949)
H (-7.482, -12.323, 2.251)
H (-6.120, -13.324, 2.733)
H (-8.342, -11.822, 4.274)
H (-7.691, -13.488, 4.384)
H (-7.212, -11.850, 6.406)
H (-5.929, -12.911, 5.741)
H (-6.278, -9.904, 5.475)
H (-4.818, -10.730, 6.049)
H (-4.405, -13.031, 4.233)
H (-3.121, -11.949, 4.743)
H (-3.571, -12.152, 2.989)
C (5.460, -3.184, 2.083)
C (5.192, -2.165, 3.191)
C (5.098, -0.812, 2.543)
N (4.838, 0.362, 3.520)
C (4.812, 1.644, 2.679)
C (4.464, 2.926, 3.507)
C (3.083, 2.713, 4.178)
C (3.046, 1.405, 5.027)
C (3.414, 0.201, 4.152)
C (5.836, 0.396, 4.700)
H (5.657, -4.109, 2.624)
H (6.356, -2.946, 1.509)
H (4.557, -3.260, 1.478)
H (5.986, -2.246, 3.934)
H (4.283, -2.475, 3.708)
H (4.324, -0.823, 1.777)
H (5.992, -0.470, 2.022)
H (4.083, 1.519, 1.878)
H (5.734, 1.899, 2.158)
H (4.498, 3.770, 2.818)
H (5.240, 3.114, 4.250)
H (2.388, 2.666, 3.339)
H (2.726, 3.584, 4.727)
H (2.160, 1.282, 5.650)
H (3.830, 1.483, 5.781)
H (2.732, 0.031, 3.319)
H (3.414, -0.702, 4.764)
H (5.899, 1.336, 5.249)
H (6.839, 0.275, 4.290)
H (5.673, -0.481, 5.326)
C (7.817, 3.192, -6.242)
C (7.578, 3.580, -7.697)
C (6.116, 3.393, -8.157)
N (5.822, 4.003, -9.557)
C (4.309, 3.800, -9.784)
C (3.467, 4.837, -9.028)
C (3.933, 6.295, -8.954)
C (5.439, 6.442, -8.739)
C (6.167, 5.500, -9.777)
C (6.528, 3.178, -10.576)
H (7.230, 3.827, -5.579)
H (8.866, 3.212, -5.946)
H (7.623, 2.123, -6.155)
H (8.223, 2.918, -8.275)
H (7.886, 4.619, -7.819)
H (5.453, 3.840, -7.416)
H (5.728, 2.375, -8.155)
H (4.054, 2.782, -9.490)
H (4.137, 3.904, -10.855)
H (3.320, 4.365, -8.057)
H (2.470, 4.846, -9.471)
H (3.551, 6.778, -8.055)
H (3.402, 6.890, -9.697)
H (5.684, 6.067, -7.745)
H (5.805, 7.449, -8.936)
H (7.249, 5.633, -9.771)
H (5.778, 5.786, -10.754)
H (6.130, 2.164, -10.527)
H (7.601, 3.222, -10.392)
H (6.350, 3.646, -11.545)
C (-8.106, 7.687, 6.784)
C (-7.546, 6.360, 6.247)
C (-6.657, 6.696, 4.999)
N (-6.278, 5.480, 4.065)
C (-5.323, 6.078, 2.934)
C (-5.163, 5.235, 1.630)
C (-6.436, 4.565, 1.097)
C (-7.196, 3.915, 2.227)
C (-7.526, 4.917, 3.379)
C (-5.437, 4.441, 4.890)
H (-8.702, 8.254, 6.070)
H (-7.222, 8.217, 7.137)
H (-8.730, 7.418, 7.637)
H (-8.412, 5.748, 5.994)
H (-6.933, 5.824, 6.972)
H (-5.687, 7.133, 5.234)
H (-7.131, 7.380, 4.294)
H (-5.830, 6.986, 2.610)
H (-4.393, 6.351, 3.433)
H (-4.717, 5.924, 0.913)
H (-4.351, 4.530, 1.804)
H (-7.245, 5.123, 0.627)
H (-6.209, 3.737, 0.425)
H (-8.114, 3.540, 1.774)
H (-6.642, 2.997, 2.422)
H (-8.057, 5.794, 3.008)
H (-8.183, 4.503, 4.144)
H (-4.657, 5.045, 5.354)
H (-5.055, 3.758, 4.130)
H (-6.041, 4.012, 5.690)
O (1.221, 1.302, -3.589)
C (0.920, 0.161, -3.065)
O (1.475, -0.765, -3.699)
O (0.228, -0.047, -2.062)
H (1.872, 0.780, -4.064)
O (0.902, 7.069, -3.187)
C (1.965, 7.659, -2.617)
O (1.951, 8.866, -2.316)
O (2.969, 6.981, -2.414)
H (1.351, 6.225, -3.103)
O (4.505, -4.515, -7.766)
C (4.795, -4.193, -9.009)
O (4.025, -3.480, -9.610)
O (5.830, -4.652, -9.493)
H (3.750, -3.939, -7.621)